(1)
Density functional theory data (ωB97M-V with the def2-TZVPD basis set) for 10 unconnected molecules or ions with the total composition C43H73O22P2S in a non-equilibrium geometry.

Properties
HOMO = -11.54 eV
Orbital gap = 8.367 eV
Energy above the lowest of the compared OMol25 structures with the same formula, charge and spin = 0.00 kJ/mol
DFT total energy = -120230.7129 eV
Max |F| = 1.8 eV/A

Geometry as ORCA input:
```
! RIJCOSX wB97M-V def2-TZVPD def2/J DEFGRID3
* xyz 1 1
C 2.6765 -3.8202 1.3075
C 3.1100 -2.9444 0.1277
O 1.9360 -2.3120 -0.4408
C 2.1688 -1.1036 -1.0545
S 0.9284 0.1536 -0.5422
P -0.9107 -0.8759 -0.7257
P -0.9918 -2.4839 0.7452
O -0.1114 -2.3290 1.8966
O -2.5320 -2.4710 1.1698
O -0.7210 -3.8958 0.0721
C 1.2743 0.6840 1.2116
C 2.2530 -0.2190 1.9202
C 0.0034 0.9739 1.9694
C -0.8299 2.1293 1.3321
H 1.6127 -3.7026 1.4237
H 3.1513 -3.5293 2.2308
H 2.8567 -4.8641 1.0874
H 3.5933 -3.5797 -0.6069
H 3.8280 -2.2061 0.4706
H 2.0154 -1.1873 -2.1305
H 3.1565 -0.6764 -0.8929
H -1.8522 0.0616 -0.2670
H -2.6678 -3.2450 1.7496
H -1.5272 -4.2302 -0.3624
H 1.7783 1.6366 1.0887
H 3.1984 -0.2853 1.3958
H 1.8820 -1.2266 2.0671
H 2.4521 0.2215 2.8904
H -0.6307 0.1029 2.0928
H 0.3115 1.3031 2.9542
H -1.8162 1.7692 1.0688
H -0.9236 2.9316 2.0479
H -0.3216 2.4944 0.4456
O 3.0244 3.2443 0.3849
C 3.4141 3.1745 -0.7525
O 4.3534 2.2988 -1.1449
C 4.6905 2.5211 -2.5477
C 3.4781 3.2367 -3.1234
C 2.9755 4.0311 -1.9184
H 5.5922 3.1242 -2.5892
H 4.8869 1.5662 -3.0197
H 3.7152 3.8442 -3.9889
H 2.7215 2.5063 -3.4223
H 3.4639 5.0035 -1.8456
H 1.8954 4.1537 -1.9222
O 4.1850 7.1985 -3.1311
C 4.3537 7.8746 -2.1570
O 4.0390 9.1873 -2.1230
C 4.4496 9.7685 -0.8717
C 4.5470 8.5986 0.0977
C 4.9633 7.4583 -0.8291
H 5.4100 10.2653 -1.0221
H 3.7155 10.5099 -0.5680
H 5.2354 8.7801 0.9201
H 3.5651 8.3862 0.5226
H 6.0461 7.3997 -0.9483
H 4.5729 6.4969 -0.5076
O 6.4888 -4.0998 3.6370
C 5.6814 -4.8964 4.0155
O 4.5239 -5.1283 3.3470
C 3.6991 -6.0513 4.0912
C 4.6636 -6.8044 4.9964
C 5.7325 -5.7469 5.2685
H 2.9612 -5.4780 4.6564
H 3.1794 -6.7043 3.3931
H 4.1879 -7.1990 5.8913
H 5.1058 -7.6409 4.4530
H 5.4792 -5.1195 6.1241
H 6.7223 -6.1732 5.4007
O -0.6190 -0.2712 -6.0035
C -1.3675 -1.1388 -5.6582
O -2.5306 -1.4020 -6.2889
C -3.2662 -2.4196 -5.5726
C -2.2186 -3.1659 -4.7569
C -1.2080 -2.0591 -4.4636
H -4.0132 -1.9284 -4.9490
H -3.7740 -3.0600 -6.2883
H -2.6312 -3.6441 -3.8699
H -1.7491 -3.9390 -5.3665
H -1.4613 -1.4963 -3.5632
H -0.1882 -2.4302 -4.3970
O -5.8377 1.1742 0.9966
C -6.3578 0.1146 1.2032
O -7.6925 -0.0578 1.2309
C -8.0123 -1.4124 1.6115
C -6.7690 -2.2233 1.2769
C -5.6610 -1.1967 1.5078
H -8.2375 -1.4295 2.6746
H -8.8886 -1.7405 1.0577
H -6.6733 -3.1275 1.8750
H -6.7873 -2.5163 0.2255
H -5.3275 -1.1809 2.5468
H -4.8142 -1.3417 0.8444
O 5.6850 2.6979 -5.0924
C 6.8398 2.3833 -5.1603
O 7.6102 2.2059 -4.0635
C 8.9742 1.9409 -4.4528
C 8.8841 1.4182 -5.8796
C 7.6627 2.1663 -6.4125
H 9.5374 2.8731 -4.3851
H 9.4053 1.2201 -3.7633
H 9.7931 1.5820 -6.4532
H 8.6824 0.3463 -5.8692
H 7.9251 3.1406 -6.8270
H 7.1027 1.5914 -7.1438
O 1.7098 -5.1397 7.1665
C 0.8327 -4.5872 6.5732
O 1.0320 -3.9781 5.3779
C -0.1704 -3.3129 4.9482
C -1.2991 -4.0119 5.6968
C -0.6126 -4.4134 7.0031
H -0.0931 -2.2549 5.2090
H -0.2539 -3.3990 3.8716
H -2.1795 -3.3851 5.8283
H -1.6028 -4.9100 5.1551
H -0.6595 -3.6231 7.7532
H -1.0026 -5.3390 7.4153
O -5.7588 -0.3388 -5.0629
C -5.4203 0.7432 -5.4530
O -6.2438 1.5712 -6.1246
C -5.5252 2.7451 -6.5541
C -4.3255 2.8427 -5.6203
C -4.0492 1.3710 -5.3218
H -5.2309 2.6050 -7.5956
H -6.1842 3.6066 -6.4885
H -3.4837 3.3763 -6.0559
H -4.6108 3.3585 -4.7022
H -3.3874 0.9192 -6.0613
H -3.6520 1.2182 -4.3211
O -8.8309 -1.6690 5.0951
C -9.1245 -0.5101 5.0249
O -8.4599 0.3538 4.2228
C -8.9575 1.6930 4.4151
C -10.3555 1.5164 4.9918
C -10.2083 0.2207 5.7896
H -8.2865 2.2137 5.1009
H -8.9555 2.2108 3.4596
H -10.6859 2.3687 5.5812
H -11.0725 1.3691 4.1833
H -9.8552 0.3996 6.8061
H -11.1223 -0.3650 5.8126
*
```

Results of the Mulliken charge analysis, in e, for atoms 1 through 4:
1. C -0.80
2. C -0.38
3. O -0.32
4. C -0.87


(2)
Density functional theory data (ωB97M-V with the def2-TZVPD basis set) for 5 unconnected molecules or ions with the total composition C43H74BN4O14 in a non-equilibrium geometry.

Properties
HOMO = -10.88 eV
Orbital gap = 8.708 eV
DFT total energy = -81089.8340 eV
Max |F| = 1.7 eV/A

Geometry as ORCA input:
```
! RIJCOSX wB97M-V def2-TZVPD def2/J DEFGRID3
* xyz 1 1
C 6.7875 3.2750 0.2308
O 6.1887 2.0860 0.7326
C 7.2030 1.2057 1.2085
C 6.6828 -0.2045 1.4415
C 5.5443 -0.3281 2.4544
C 4.9660 -1.7618 2.5056
C 4.3536 -2.1752 1.1413
C 2.9511 -2.7742 1.3251
C 2.2280 -3.1814 0.0238
C 2.3057 -2.1921 -1.1522
C 1.0952 -1.2517 -1.2563
O 0.0137 -2.0704 -1.5754
C -1.1393 -1.3783 -2.0375
C -1.3072 -1.4369 -3.5553
N -2.7101 -1.4457 -3.9404
C -3.4405 -0.2753 -3.4840
C -3.1008 1.0722 -4.2036
C -2.5755 2.1079 -3.2035
O -2.2377 0.8808 -5.3171
O 1.2708 -0.3719 -2.3579
C 2.1450 0.7275 -2.1914
C 2.0849 1.5122 -3.5219
N 2.3742 0.5933 -4.6356
C 1.7693 1.5752 -0.9397
B 1.5486 3.1591 -1.1745
N 2.5220 4.0640 -0.6666
O 0.4658 3.6718 -1.8659
N 0.5713 0.9786 -0.2355
C 0.8325 -0.4568 0.0680
C -0.2217 -1.0834 0.9704
C -0.7094 -0.0741 2.0208
O -0.1227 0.1106 3.0524
C -1.9417 0.7000 1.6073
C -1.9290 2.0783 1.4057
C -3.1027 2.6945 0.9743
C -4.2554 1.9671 0.7455
C -4.2735 0.5892 0.9630
C -3.1070 -0.0344 1.3896
H 7.8623 3.2981 0.4235
H 6.6478 3.3593 -0.8488
H 6.3648 4.1594 0.7074
H 7.9520 1.1271 0.4095
H 7.7152 1.6152 2.0858
H 6.4184 -0.6109 0.4635
H 7.5232 -0.8043 1.8067
H 5.8320 0.0271 3.4450
H 4.7206 0.3207 2.1220
H 4.1738 -1.7512 3.2575
H 5.7550 -2.4483 2.8143
H 4.9954 -2.8911 0.6285
H 4.2601 -1.2487 0.5691
H 2.3635 -2.1148 1.9736
H 3.0854 -3.6926 1.9068
H 2.6177 -4.1518 -0.2836
H 1.1699 -3.3613 0.2288
H 3.2400 -1.6376 -1.2080
H 2.2492 -2.7740 -2.0738
H -1.1866 -0.3367 -1.6997
H -2.0101 -1.8764 -1.5922
H -0.7203 -0.6276 -4.0075
H -0.8481 -2.3725 -3.8881
H -2.7348 -1.4886 -4.9518
H -3.3490 -0.1348 -2.4060
H -4.5009 -0.4672 -3.6676
H -4.0360 1.4897 -4.5927
H -2.5930 3.1248 -3.5963
H -1.5903 1.8223 -2.8099
H -3.2623 2.1053 -2.3513
H -1.5399 1.5364 -5.2496
H 3.1957 0.4385 -2.0883
H 1.0876 1.9113 -3.7081
H 2.8682 2.2712 -3.5453
H 3.0770 -0.0859 -4.3411
H 1.5199 0.1302 -4.9083
H 2.5904 1.4782 -0.2220
H 2.9232 3.7476 0.2093
H 2.1698 5.0075 -0.5466
H -0.0987 2.9523 -2.1634
H -0.2859 1.1168 -0.7736
H 0.4648 1.5336 0.6147
H 1.7781 -0.4723 0.6131
H -1.0931 -1.4529 0.4366
H 0.2457 -1.9051 1.5094
H -1.0181 2.6424 1.5743
H -3.0805 3.7629 0.7995
H -5.1646 2.4361 0.3932
H -5.1494 -0.0221 0.7982
H -3.1067 -1.1097 1.5317
O 4.6500 -1.0233 -3.9422
C 5.5868 -1.4170 -4.5872
O 6.8033 -1.5954 -4.0512
C 7.7473 -1.9678 -5.0788
C 6.8988 -2.5444 -6.2024
C 5.6074 -1.7400 -6.0642
H 8.2917 -1.0725 -5.3833
H 8.4524 -2.6850 -4.6673
H 7.3708 -2.4662 -7.1790
H 6.6968 -3.5989 -6.0102
H 5.6413 -0.8030 -6.6224
H 4.7250 -2.3071 -6.3468
O -7.5481 3.6317 2.1853
C -6.8531 3.6397 3.1594
O -5.5024 3.7419 3.0818
C -4.9226 3.6104 4.3951
C -6.0390 3.9771 5.3596
C -7.2773 3.5031 4.6064
H -4.5873 2.5782 4.5230
H -4.0624 4.2723 4.4722
H -5.9223 3.5258 6.3395
H -6.0774 5.0612 5.4860
H -7.4994 2.4543 4.8096
H -8.1526 4.1136 4.8074
O -1.3485 -4.6702 -5.2372
C -2.2578 -5.2114 -4.6761
O -2.7210 -6.4305 -5.0316
C -3.8779 -6.7695 -4.2454
C -3.7723 -5.9125 -2.9906
C -3.0746 -4.6636 -3.5258
H -4.7709 -6.5411 -4.8307
H -3.8605 -7.8356 -4.0332
H -4.7347 -5.7200 -2.5201
H -3.1331 -6.4071 -2.2572
H -3.7767 -3.9297 -3.9181
H -2.4285 -4.1983 -2.7872
O -6.6909 1.7353 7.6532
C -5.9598 1.7340 8.6013
O -4.6154 1.8398 8.4843
C -3.9939 1.7030 9.7767
C -5.0812 2.0580 10.7807
C -6.3422 1.5860 10.0595
H -3.6482 0.6729 9.8843
H -3.1360 2.3687 9.8287
H -4.9283 1.6023 11.7565
H -5.1196 3.1397 10.9172
H -6.5596 0.5351 10.2553
H -7.2118 2.1938 10.2910
*
```

Results of the Mulliken charge analysis, in e, for atoms 1 through 4:
1. C -0.88
2. O -0.25
3. C -0.72
4. C -0.56


(3)
Density functional theory data (ωB97M-V with the def2-TZVPD basis set) for a molecular structure, C43H78BKO47 in a non-equilibrium geometry.

Properties
HOMO = -10.04 eV
Orbital gap = 9.455 eV
DFT total energy = -159098.0130 eV
Max |F| = 2.0 eV/A

Geometry as ORCA input:
```
! RIJCOSX wB97M-V def2-TZVPD def2/J DEFGRID3
* xyz 0 1
K 0.1067 -1.1841 -5.8368
O 0.2172 2.5666 -1.8635
C -0.1516 1.5088 -1.4333
O -0.8700 1.3656 -0.3475
B -1.1133 -0.0481 -0.0767
O -0.5233 -0.7616 -1.2432
C -0.0155 0.1078 -2.0948
O 0.5360 -0.2049 -3.1165
O -2.5364 -0.3864 0.0475
C -2.7390 -1.0709 1.1658
O -3.7759 -1.5426 1.5166
C -1.3726 -1.2020 1.8835
O -0.5282 -0.4301 1.2207
O -1.1734 -1.9143 2.8192
C -1.4112 4.1601 -4.4369
O -1.6895 2.8960 -5.0966
C -0.9332 2.4835 -6.0788
O -0.8865 1.3169 -6.4062
O -0.2957 3.4642 -6.7154
C 0.7433 3.0377 -7.5887
H -1.4696 5.0110 -5.1134
H -0.3899 4.1081 -4.0701
H -2.1414 4.2686 -3.6492
H 1.1893 3.9276 -8.0143
H 0.3885 2.4146 -8.4137
H 1.4782 2.4266 -7.0620
C -3.4312 2.7030 1.4088
O -4.4210 3.4018 0.6585
C -4.6878 3.1107 -0.6059
O -5.6475 3.5470 -1.1769
O -3.7703 2.3090 -1.1583
C -4.1001 1.8550 -2.4590
H -3.3824 3.2195 2.3682
H -2.4647 2.7294 0.9174
H -3.7710 1.6971 1.6634
H -3.4594 1.0022 -2.6771
H -3.9893 2.6147 -3.2359
H -5.1404 1.5329 -2.5244
C -4.3233 7.1351 -2.8380
O -2.9707 6.6936 -2.8858
C -2.4674 6.3182 -1.7059
O -3.0139 6.4302 -0.6457
O -1.2788 5.7598 -1.9115
C -0.6519 5.2349 -0.7431
H -4.4397 8.0389 -2.2471
H -5.0016 6.3580 -2.4792
H -4.6164 7.3112 -3.8727
H 0.4042 5.1092 -0.9539
H -1.1759 4.3431 -0.4162
H -0.6575 5.9586 0.0795
C 1.0245 -7.9029 -0.6455
O 1.0179 -6.5613 -0.2152
C 0.8715 -6.3333 1.0898
O 0.6999 -7.1745 1.9367
O 0.9437 -5.0249 1.2834
C 0.6688 -4.5534 2.5988
H 1.9996 -8.2073 -1.0309
H 0.3140 -8.0110 -1.4640
H 0.7673 -8.5652 0.1804
H 1.2273 -3.6433 2.7879
H 0.8902 -5.2817 3.3766
H -0.3962 -4.3336 2.7016
C 5.6803 -3.3849 4.2584
O 5.1039 -2.1096 3.9756
C 3.7810 -2.0648 4.1223
O 3.0893 -3.0275 4.3382
O 3.3852 -0.8081 4.0126
C 1.9768 -0.5831 3.9571
H 5.4222 -3.6639 5.2794
H 6.7594 -3.2689 4.1907
H 5.3612 -4.1437 3.5524
H 1.5871 -0.8222 2.9659
H 1.8260 0.4785 4.1276
H 1.4439 -1.1761 4.6941
C 2.3587 1.9382 -4.3312
O 2.4113 0.7539 -5.1243
C 3.1529 -0.2823 -4.7731
O 2.9986 -1.3703 -5.2616
O 4.0632 0.0348 -3.8723
C 4.9820 -1.0240 -3.5148
H 3.1156 2.6926 -4.5471
H 2.3857 1.6095 -3.2984
H 1.4063 2.4426 -4.4913
H 4.4371 -1.7265 -2.8830
H 5.8045 -0.5629 -2.9842
H 5.3170 -1.5582 -4.3993
C -3.1134 -3.0371 -2.3379
O -3.9708 -2.3321 -3.2370
C -3.3720 -1.6170 -4.1752
O -2.1723 -1.5071 -4.3063
O -4.2993 -1.0209 -4.8988
C -3.8841 -0.1092 -5.9084
H -3.6874 -3.2250 -1.4357
H -2.2099 -2.4925 -2.0716
H -2.8031 -3.9868 -2.7790
H -2.9885 0.4291 -5.6044
H -4.6817 0.6167 -6.0350
H -3.7241 -0.6583 -6.8350
C -0.0621 -4.8646 9.8192
O -0.8457 -4.5404 8.6854
C -0.4399 -3.5188 7.9213
O 0.5153 -2.8263 8.1448
O -1.2708 -3.4124 6.8982
C -1.0229 -2.3263 6.0112
H 0.8934 -4.3423 9.8236
H 0.0786 -5.9408 9.8323
H -0.5754 -4.5383 10.7268
H -1.7950 -2.3830 5.2433
H -0.1128 -2.4419 5.4254
H -1.1050 -1.3872 6.5526
C 1.1969 6.5642 -7.5790
O 2.0974 6.0351 -6.6083
C 1.6169 6.0183 -5.3664
O 0.6143 6.5594 -5.0004
O 2.4638 5.3278 -4.5935
C 2.0549 5.2153 -3.2397
H 0.2363 6.0521 -7.5140
H 1.6598 6.4406 -8.5511
H 1.0113 7.6219 -7.3908
H 1.1933 4.5777 -3.0584
H 1.8197 6.1969 -2.8108
H 2.8719 4.9299 -2.5770
C 6.1541 -4.3818 1.0653
O 5.2847 -3.2586 1.2244
C 4.1386 -3.2494 0.5608
O 3.6898 -4.1551 -0.0855
O 3.6062 -2.0404 0.7183
C 2.3292 -1.7786 0.1739
H 5.5926 -5.2727 1.3602
H 7.0438 -4.1994 1.6477
H 6.3409 -4.5431 0.0009
H 2.3387 -1.4385 -0.8672
H 1.8965 -0.9485 0.7251
H 1.6774 -2.6523 0.1897
C -3.6059 -4.7432 2.4617
O -3.0780 -6.0194 2.7784
C -3.9413 -6.8821 3.2959
O -5.1330 -6.7362 3.3686
O -3.2692 -7.9541 3.6959
C -4.0082 -8.9111 4.4606
H -2.8317 -4.0795 2.0879
H -4.1013 -4.2713 3.3060
H -4.3096 -4.8539 1.6302
H -4.6179 -8.3788 5.1885
H -3.3034 -9.6009 4.9027
H -4.6851 -9.4340 3.7817
C 3.5095 2.1281 -0.8169
O 4.3010 2.8241 0.1434
C 3.9729 4.0841 0.4163
O 3.0946 4.7135 -0.1100
O 4.7982 4.5367 1.3503
C 4.6592 5.9098 1.6814
H 3.6146 1.0614 -0.6386
H 3.9489 2.3357 -1.7964
H 2.4742 2.4589 -0.8293
H 3.6515 6.1299 2.0410
H 4.8038 6.5485 0.8082
H 5.3814 6.1477 2.4522
C -0.1193 2.7975 5.5456
O -0.7985 1.8867 4.6808
C -1.9749 1.4538 5.1367
O -2.5020 1.7977 6.1525
O -2.4629 0.5725 4.2690
C -3.7581 0.0638 4.5155
H 0.8867 2.8794 5.1356
H -0.0596 2.4217 6.5632
H -0.5645 3.7906 5.5256
H -3.8301 -0.2697 5.5551
H -3.9298 -0.8463 3.9428
H -4.5556 0.7678 4.2858
*
```

Results of the Mulliken charge analysis, in e, for atoms 1 through 4:
1. K 1.01
2. O 0.04
3. C 0.64
4. O -0.29


The lowest orbital gap belongs to which entry? C43H73O22P2S


Number 2 is which compound? C43H74BN4O14


Number 1 is which compound? C43H73O22P2S


Look up the max |F| of the first one. 1.8 eV/A